An isolated molecule of C5H13NO2 at a distorted geometry. Source: OMol25; level of theory: the ωB97M-V functional and the def2-TZVPD basis.

XYZ file:
```
21
Properties=species:S:1:pos:R:3:forces:R:3
C 1.73948 -1.65491 -0.61136 -0.2 -0.4 0.0
C 0.67999 -0.82723 0.09539 -2.9 0.1 -1.9
C -0.82331 -1.06098 -0.79612 2.3 -1.4 0.8
O -2.11342 -0.73134 -0.35600 0.6 0.9 0.3
C 0.92955 0.66742 0.00820 -1.5 0.2 0.0
N -0.29078 1.43486 0.33939 0.5 1.7 1.0
C -0.86463 1.30708 1.66643 0.2 -0.3 -0.2
O -1.25478 1.90221 -0.62850 1.2 -0.8 -0.1
H 2.66252 -1.70605 -0.02407 -0.1 0.0 -0.1
H 1.98467 -1.25710 -1.60227 0.0 0.1 0.1
H 1.38358 -2.68393 -0.77678 0.2 0.2 0.2
H 0.52926 -1.16221 1.12376 0.0 0.0 -0.1
H -0.61942 -0.66697 -1.79361 0.1 0.2 0.0
H -0.83098 -2.14944 -0.87274 0.0 0.0 -0.2
H -2.21404 0.22865 -0.49117 -0.1 -0.4 0.0
H 1.70218 0.96967 0.72558 0.0 0.2 -0.2
H 1.22781 0.96273 -1.00559 0.1 -0.1 0.2
H -0.13581 1.63309 2.41440 0.0 0.1 0.0
H -1.12482 0.27588 1.90924 -0.2 -0.2 0.0
H -1.77035 1.90566 1.78800 0.2 0.1 -0.3
H -0.79672 2.61290 -1.11218 -0.3 -0.3 0.4
```
Positions in Å, forces in eV/Å.

The HOMO energy is -8.091 eV. The orbital gap is 8.81 eV.

***

A cluster of 2 separate species, C5H13NO2 in total at a distorted geometry. Source: OMol25; level of theory: the ωB97M-V functional and the def2-TZVPD basis.

XYZ file:
```
21
Properties=species:S:1:pos:R:3:forces:R:3
C -0.56506 1.36487 -1.08408 -1.3 -1.7 -2.2
C 0.49273 0.75388 -0.15746 1.1 0.7 -2.0
N 0.75731 1.40548 1.08429 1.3 -1.2 -0.9
C 0.13820 -0.71007 0.02838 2.8 0.4 -0.9
C 1.48810 -1.30565 0.59190 -0.7 -2.1 0.4
C 2.10042 -2.05058 -0.59323 -1.5 -3.4 1.7
O 1.97405 -3.28148 -0.76415 0.6 3.3 0.5
H -1.54216 0.68141 -1.13122 1.6 2.0 0.7
H -0.24139 1.23554 -2.16372 0.0 0.2 1.1
H -0.71450 2.43295 -0.98440 -0.5 0.0 0.4
H 1.52215 0.78589 -0.77347 -2.0 -0.1 1.3
H 0.08078 1.30464 1.76039 -1.9 -0.2 1.6
H 1.08512 2.32030 1.03012 0.5 1.6 -0.2
H -0.71684 -0.85439 0.65193 -0.6 -0.2 0.3
H -0.02091 -1.00487 -1.03357 -0.3 -0.6 0.9
H 2.03847 -0.47773 1.04765 0.2 -0.2 -0.5
H 1.37350 -2.08156 1.38774 -0.3 0.6 -0.6
H 2.51708 -1.43140 -1.32819 1.0 0.9 -1.6
O -3.94358 0.50948 0.97111 -0.8 4.9 1.7
H -4.11328 0.65307 0.08317 -0.2 -0.9 -2.4
H -3.71018 -0.24977 1.37680 1.0 -4.1 0.7
```
Positions in Å, forces in eV/Å.

The HOMO energy is -9.442 eV. The orbital gap is 10.15 eV.